Formula: C36H44BCl2F4IrN3O3P
Source: OMol25
Level of theory: ωB97M-V/def2-TZVPD

Values from the calculation:
Frontier orbital gap (spin up / spin down) = 6.1 / 4.8 eV
Net charge = +1
<S²> = 0.787
Multiplicity = 2
Relative energy (zero: lowest compared OMol25 entry of this formula, charge and spin) = 57.1 kcal per mole

Each line ends with the Löwdin charge.
Positions of all 95 atoms, in Å:
Ir: 0.39 0.11 0.67  1.38
Cl: -4.13 1.87 2.21  0.73
Cl: -2.61 6.43 -0.21  0.72
P: 2.61 -0.16 -0.18  1.05
F: -1.61 -0.61 -0.67  0.07
F: -0.09 0.70 -1.66  0.01
F: -1.29 -0.81 -2.94  0.16
F: -2.34 1.06 -2.07  0.19
O: 1.03 0.07 2.81  -0.18
O: 1.26 2.32 2.92  0.11
O: -1.38 1.00 1.58  -0.22
N: 0.50 2.38 0.39  0.01
N: 0.51 -2.10 0.49  0.03
N: 0.77 -0.37 5.23  0.09
C: -2.77 -3.63 1.19  0.01
C: -0.94 4.31 0.14  -0.15
C: -0.60 1.63 5.25  -0.09
C: 1.74 -2.69 0.38  -0.30
C: -1.68 2.19 1.19  -0.40
C: 5.59 -4.60 -0.11  -0.03
C: -1.53 -1.97 2.56  -0.04
C: -1.66 -2.82 1.33  -0.17
C: 1.50 3.07 -0.10  -0.13
C: 2.92 1.47 -2.48  -0.10
C: -0.63 -2.87 0.35  -0.21
C: 2.87 -1.94 0.04  -0.30
C: -2.24 4.83 0.33  -0.61
C: -3.20 4.08 0.94  -0.10
C: -4.13 -5.37 -0.04  -0.03
C: -2.92 2.78 1.40  -0.58
C: 3.16 0.06 -1.94  -0.48
C: -1.95 -4.47 -0.89  0.01
C: 0.15 5.01 -0.41  0.01
C: -0.70 2.98 0.54  -0.14
C: -2.93 -4.48 0.10  -0.23
C: -0.57 -0.68 5.83  -0.10
C: 0.81 1.12 4.93  -0.12
C: 4.26 -3.92 0.08  -0.24
C: 5.18 1.03 0.32  -0.09
C: 1.92 -4.07 0.64  0.01
C: 3.87 0.59 0.97  -0.50
C: 3.15 -4.66 0.50  -0.01
C: 1.07 1.23 3.40  -0.57
C: -1.47 0.37 5.18  -0.13
C: 0.08 -3.60 -2.01  0.00
C: -0.82 -3.69 -0.80  -0.17
C: 2.42 -0.96 -2.82  -0.08
C: 4.09 -2.56 -0.14  -0.04
C: 1.37 4.40 -0.52  -0.01
C: 4.13 -0.32 2.17  -0.10
B: -1.40 0.08 -1.90  -1.24
H: 1.35 -0.79 -2.79  0.07
H: -2.41 0.48 5.71  0.13
H: 6.01 -4.89 0.85  0.09
H: -4.75 -5.04 -0.87  0.10
H: 3.26 -5.72 0.71  0.13
H: 3.54 2.22 -2.00  0.06
H: -2.10 -5.07 -1.78  0.13
H: -4.73 -5.37 0.87  0.08
H: 3.20 -0.76 2.53  0.05
H: 5.47 -5.50 -0.71  0.09
H: -2.47 -1.96 3.11  0.09
H: 2.75 -0.83 -3.85  0.10
H: 5.84 1.45 1.09  0.09
H: 1.06 -4.65 0.97  0.13
H: 4.58 0.26 2.98  0.09
H: -3.82 -6.40 -0.26  0.09
H: -0.52 -0.53 6.91  0.14
H: -0.74 -2.35 3.20  0.09
H: 1.87 1.75 -2.38  0.07
H: -0.85 -1.70 5.62  0.12
H: -3.54 -3.60 1.95  0.12
H: 2.22 4.91 -0.94  0.12
H: 1.14 -3.62 -1.76  0.06
H: -1.68 0.11 4.14  0.09
H: 1.55 -0.71 5.77  0.18
H: 4.95 -1.98 -0.45  0.12
H: 3.36 1.48 1.37  0.08
H: -0.91 2.38 4.53  0.13
H: 4.82 -1.13 1.92  0.08
H: -4.19 4.49 1.08  0.11
H: -0.64 2.06 6.25  0.13
H: 3.16 1.48 -3.55  0.09
H: 2.63 -1.98 -2.53  0.06
H: -0.13 -2.66 -2.52  0.08
H: -1.28 -0.95 2.27  0.02
H: 5.03 1.80 -0.44  0.07
H: 1.60 1.64 5.46  0.16
H: -0.13 -4.41 -2.70  0.09
H: 6.30 -3.94 -0.61  0.08
H: 0.01 6.03 -0.74  0.10
H: 4.23 -0.16 -1.94  0.11
H: 0.82 -0.70 4.23  0.13
H: 5.71 0.19 -0.14  0.07
H: 2.45 2.57 -0.16  0.07


Formula: C36H44BN11NaSi2Te
Source: OMol25
Level of theory: ωB97M-V/def2-TZVPD

Values from the calculation:
Frontier orbital gap (spin up / spin down) = 6.4 / 3.7 eV
Net charge = 0
<S²> = 0.754
Multiplicity = 2

Each line ends with the Löwdin charge.
Positions of all 96 atoms, in Å:
Te: 0.12 -2.79 -0.48  1.64
Si: -3.04 -3.19 -1.48  0.41
Si: 0.77 -5.05 1.95  0.43
Na: 0.85 2.16 -0.18  0.35
N: 1.09 0.40 -1.74  0.03
N: 0.67 4.46 0.12  0.03
N: 2.33 -0.58 0.92  -0.02
N: 2.94 -3.04 -0.59  -0.02
N: 3.65 1.80 -0.83  0.09
N: 3.76 -1.96 -0.58  -0.01
N: 2.18 -0.41 -1.67  -0.04
N: -1.31 2.36 0.41  0.03
N: -6.80 9.43 -0.13  0.15
N: 4.10 0.60 -0.41  0.00
N: 1.01 -0.34 1.09  0.00
C: -3.53 2.93 0.32  -0.05
C: 5.06 -3.72 -0.91  -0.05
C: 2.34 -4.21 2.55  -0.16
C: -2.06 1.28 0.52  -0.19
C: -2.42 -4.71 -2.41  -0.19
C: -3.70 5.99 1.21  -0.01
C: -4.79 -3.46 -0.85  -0.18
C: 1.28 6.66 0.20  -0.09
C: 4.63 2.66 -0.58  -0.15
C: 2.46 -0.93 -2.89  -0.09
C: -0.47 5.25 0.13  -0.27
C: -3.07 6.52 -1.05  -0.01
C: 0.70 0.37 -3.01  -0.15
C: 1.69 5.30 0.17  -0.17
C: 0.80 -0.40 2.41  -0.15
C: -0.09 6.63 0.18  -0.04
C: -1.95 -2.92 0.05  -0.53
C: 5.72 2.03 0.03  -0.06
C: 0.38 -4.82 0.10  -0.52
C: 1.52 -0.46 -3.78  -0.05
C: -4.71 6.93 1.15  -0.02
C: -2.91 -1.68 -2.58  -0.16
C: 3.72 -4.10 -0.77  -0.16
C: -0.66 -4.34 2.95  -0.18
C: -2.19 3.42 0.28  -0.27
C: -4.92 7.66 -0.02  -0.24
C: -2.87 5.78 0.11  -0.19
C: -5.96 8.64 -0.08  -0.19
C: -3.45 1.57 0.47  -0.10
C: -4.09 7.45 -1.12  -0.02
C: 5.33 0.71 0.13  -0.10
C: 1.98 -0.68 3.10  -0.06
C: 0.88 -6.90 2.25  -0.18
C: 5.03 -2.35 -0.79  -0.07
C: 2.93 -0.78 2.11  -0.09
C: -1.78 4.76 0.17  -0.04
B: 3.09 -0.57 -0.45  -0.70
H: -1.93 -1.21 -2.46  0.00
H: -0.06 -7.40 2.02  0.03
H: -0.47 -4.48 4.02  0.04
H: -2.52 -5.62 -1.81  0.03
H: 4.51 3.69 -0.87  0.10
H: 5.91 -4.36 -1.08  0.10
H: -0.16 0.96 -3.32  0.11
H: -5.06 -2.67 -0.14  0.03
H: -5.51 -3.44 -1.67  0.04
H: 5.84 -1.64 -0.86  0.11
H: 1.15 -5.25 -0.54  0.00
H: -0.77 7.47 0.21  0.10
H: -1.58 0.31 0.63  0.06
H: -1.36 -4.59 -2.67  0.02
H: 3.30 -5.09 -0.81  0.10
H: -3.53 5.42 2.11  0.13
H: 3.99 -1.00 2.17  0.13
H: 2.13 -0.77 4.16  0.10
H: -3.03 -1.94 -3.63  0.04
H: 1.92 7.52 0.25  0.09
H: -3.66 -0.93 -2.33  0.04
H: -0.78 -3.27 2.77  0.02
H: -4.26 8.02 -2.02  0.12
H: -1.60 -4.84 2.71  0.03
H: -2.98 -4.85 -3.33  0.04
H: -5.36 7.10 2.01  0.12
H: 1.45 -0.67 -4.84  0.09
H: 2.71 4.93 0.17  0.08
H: 3.24 -4.69 2.15  0.03
H: 1.67 -7.37 1.65  0.03
H: -4.88 -4.42 -0.33  0.03
H: 2.36 -3.16 2.27  0.00
H: 3.29 -1.59 -3.06  0.12
H: 5.85 -0.12 0.57  0.11
H: 1.11 -7.09 3.30  0.04
H: -0.57 -5.32 -0.12  0.01
H: -4.43 3.52 0.22  0.10
H: -2.08 -3.72 0.78  0.00
H: 2.38 -4.28 3.64  0.04
H: -0.19 -0.23 2.80  0.11
H: -4.26 0.86 0.56  0.08
H: -2.25 -1.98 0.53  0.01
H: -2.42 6.36 -1.90  0.13
H: 6.66 2.46 0.35  0.09


Formula: C36H44BrF4MgN6O3S
Source: OMol25
Level of theory: ωB97M-V/def2-TZVPD

Values from the calculation:
Frontier orbital gap = 6.9 eV
Net charge = -1
Relative energy (zero: lowest compared OMol25 entry of this formula, charge and spin) = 0.0 kcal per mole

Each line ends with the Löwdin charge.
Positions of all 96 atoms, in Å:
Br: 1.47 1.93 2.19  0.90
S: -0.43 -1.92 -2.08  0.62
Mg: -0.73 1.00 -0.39  0.64
F: -1.18 5.12 -2.68  0.07
F: -2.39 7.23 -1.37  0.04
F: -1.74 2.41 1.16  -0.02
F: -2.82 4.53 2.48  0.05
O: -1.38 -2.81 -1.45  -0.31
O: 0.96 -1.93 -1.67  -0.32
O: -0.39 -0.24 1.01  -0.18
N: -0.04 -2.53 -7.96  0.07
N: -0.99 -0.40 -1.98  -0.12
N: -2.74 0.83 -1.26  0.09
N: -0.25 2.82 -1.25  -0.04
N: -3.13 -0.68 -2.98  0.12
N: 2.33 1.68 -1.59  -0.19
C: -1.87 -2.27 2.65  -0.55
C: -1.38 -2.33 -5.97  -0.05
C: -2.34 -0.17 -2.08  -0.46
C: 4.38 0.62 -2.72  -0.07
C: -2.70 5.88 0.57  0.02
C: -2.86 -1.33 1.97  -0.05
C: 1.26 -1.41 4.64  -0.18
C: 2.82 2.74 -0.79  -0.32
C: -2.53 -2.89 3.91  -0.06
C: -0.37 -2.40 -3.83  -0.25
C: -1.52 -2.40 -4.61  -0.08
C: 3.72 3.74 -1.46  -0.09
C: -1.47 5.01 -1.38  -0.16
C: 3.21 -2.64 5.59  -0.07
C: -1.05 3.79 -0.75  -0.19
C: 3.21 0.53 -1.68  -0.22
C: -1.54 -3.41 1.67  -0.05
C: 0.17 -2.08 4.06  -0.01
C: -4.97 0.58 -2.23  -0.03
C: 1.06 0.22 2.83  -0.57
C: 1.01 -2.71 -5.77  -0.04
C: -0.14 -2.48 -6.59  -0.34
C: -4.35 -0.31 -3.10  -0.15
C: 0.03 -0.54 2.18  -0.37
C: -0.53 -1.65 2.94  -0.09
C: 1.90 -1.96 5.94  -0.58
C: 0.47 3.03 -2.51  -0.23
C: 0.97 -2.93 6.70  -0.07
C: -2.14 6.06 -0.71  -0.19
C: 2.19 -0.77 6.87  -0.08
C: -1.58 3.71 0.61  -0.10
C: 1.54 1.99 -2.80  -0.18
C: 0.91 -2.59 -4.41  -0.07
C: -4.05 1.15 -1.32  -0.08
C: -2.29 4.72 1.23  -0.22
C: 1.66 -0.22 4.00  -0.11
H: -2.45 -3.88 1.29  0.08
H: -4.31 1.93 -0.61  0.12
H: 0.91 -3.85 6.13  0.07
H: 4.96 1.54 -2.61  0.05
H: 1.10 1.02 -3.18  0.12
H: -3.55 -3.10 3.61  0.06
H: -0.79 -4.14 2.08  0.10
H: 3.36 2.20 -0.02  0.07
H: 3.45 3.96 -2.49  0.06
H: 2.47 -1.13 7.88  0.08
H: 1.95 -2.95 -6.25  0.10
H: 1.82 -2.57 -3.78  0.11
H: -1.97 -3.79 4.19  0.07
H: 2.58 -0.32 -1.94  0.09
H: 3.64 0.36 -0.70  0.11
H: -2.19 -2.06 -6.66  0.11
H: 2.21 2.29 -3.63  0.11
H: -0.75 -2.04 -8.51  0.10
H: 5.03 -0.24 -2.62  0.05
H: -3.85 -1.82 1.96  0.08
H: 0.93 4.03 -2.59  0.11
H: -0.24 2.95 -3.36  0.12
H: 3.05 -3.51 4.93  0.09
H: 3.12 -0.26 6.50  0.08
H: -3.39 6.64 0.93  0.12
H: 3.72 4.72 -0.95  0.07
H: -4.88 -0.71 -4.00  0.12
H: 1.94 3.22 -0.33  0.08
H: 2.44 0.38 4.43  0.08
H: 3.76 -2.90 6.55  0.10
H: -2.54 -2.18 4.79  0.10
H: -2.48 -2.34 -4.13  0.09
H: 4.78 3.44 -1.50  0.06
H: 1.39 -3.16 7.69  0.08
H: -6.01 0.89 -2.30  0.09
H: 0.88 -2.65 -8.36  0.09
H: -0.08 -3.01 4.54  0.08
H: -2.54 -1.14 0.92  0.07
H: -2.98 -0.41 2.57  0.10
H: 1.38 0.00 6.88  0.10
H: -0.02 -2.47 6.82  0.09
H: -1.08 -2.93 0.76  0.07
H: 3.83 -1.96 4.98  0.09
H: 4.03 0.61 -3.76  0.06


Formula: C36H44FO6PSi
Source: OMol25
Level of theory: ωB97M-V/def2-TZVPD

Values from the calculation:
Frontier orbital gap = 6.5 eV
Net charge = 0

Each line ends with the Löwdin charge.
Positions of all 89 atoms, in Å:
P: 2.60 5.87 -7.53  0.87
Si: -0.96 0.00 1.22  0.58
F: 6.27 5.88 -8.05  -0.11
O: -9.61 -8.24 8.69  0.11
O: -6.39 -4.44 6.90  0.08
O: -2.19 -6.40 6.41  0.10
O: -2.63 -1.12 6.40  0.10
O: 9.60 0.58 -4.77  0.11
O: 4.74 2.58 -5.47  0.09
C: 2.07 5.57 -5.75  -0.44
C: -0.75 3.45 -3.89  -0.19
C: 6.12 1.09 -4.28  0.02
C: 2.24 -2.88 1.68  -0.09
C: 0.64 -0.95 1.73  -0.24
C: 1.01 -2.26 1.17  -0.08
C: 0.62 4.90 -5.63  -0.27
C: -1.40 -0.23 -0.62  -0.27
C: 2.70 -0.92 3.28  -0.07
C: -1.16 2.24 -1.57  -0.20
C: 8.49 1.04 -4.93  -0.39
C: -8.14 -5.03 8.35  0.02
C: 3.04 -2.22 2.71  -0.10
C: -3.47 -4.52 6.98  0.01
C: -7.05 -6.70 6.79  0.03
C: 7.00 2.57 -6.14  0.03
C: 8.22 2.07 -5.96  0.03
C: -7.86 -7.65 7.24  0.03
C: -2.11 1.02 -1.29  -0.27
C: -1.34 -3.01 5.82  0.02
C: 4.07 4.74 -7.86  -0.42
C: -1.23 -4.33 5.82  0.02
C: -2.36 -0.86 2.23  -0.18
C: -3.59 -3.19 6.98  0.02
C: 7.34 0.59 -4.10  0.02
C: -8.95 -5.98 8.80  0.02
C: 1.47 -0.29 2.76  -0.09
C: -7.13 -5.31 7.31  -0.37
C: 5.15 5.39 -8.80  -0.25
C: 0.67 3.97 -4.33  -0.24
C: 5.86 2.12 -5.31  -0.37
C: -0.94 1.82 1.79  -0.20
C: -0.54 2.10 -3.05  -0.19
C: -8.87 -7.37 8.28  -0.39
C: -2.53 -2.34 6.40  -0.39
C: -2.29 -5.19 6.40  -0.38
H: -1.28 4.23 -3.28  0.10
H: 7.55 -0.16 -3.36  0.12
H: -1.76 3.18 -1.50  0.10
H: -0.17 5.68 -5.41  0.11
H: -0.93 1.20 -3.58  0.10
H: -1.97 2.25 1.61  0.05
H: -9.70 -5.80 9.56  0.12
H: 1.15 0.69 3.16  0.08
H: 1.30 3.09 -4.62  0.11
H: -1.95 -1.18 3.23  0.02
H: -2.54 0.71 -2.28  0.10
H: 5.27 0.78 -3.69  0.12
H: -8.19 -4.01 8.72  0.12
H: -3.28 -0.23 2.32  0.04
H: -4.45 -2.69 7.39  0.12
H: 5.58 4.62 -9.51  0.11
H: -0.78 1.83 2.90  0.04
H: -2.15 -1.07 -0.66  0.08
H: 4.59 4.44 -6.92  0.04
H: -0.54 -0.56 -1.27  0.08
H: -4.24 -5.16 7.39  0.10
H: 3.28 -0.41 4.07  0.09
H: 2.04 6.48 -5.11  0.08
H: 1.16 4.61 -3.54  0.12
H: -0.30 2.33 -0.87  0.09
H: 0.36 -2.73 0.40  0.10
H: -1.30 3.16 -4.83  0.11
H: 3.96 -2.72 3.09  0.09
H: -6.30 -6.88 6.03  0.13
H: 4.74 6.23 -9.42  0.10
H: 3.14 7.19 -7.53  -0.07
H: -2.57 -1.82 1.67  0.04
H: -7.81 -8.67 6.88  0.12
H: 0.35 4.31 -6.54  0.09
H: 9.07 2.39 -6.56  0.12
H: 2.49 -3.89 1.27  0.10
H: 6.79 3.32 -6.89  0.11
H: -3.00 1.33 -0.65  0.10
H: 3.74 3.78 -8.35  0.08
H: -0.18 2.46 1.29  0.03
H: -0.57 -2.36 5.41  0.12
H: 0.57 1.98 -2.93  0.09
H: -0.37 -4.84 5.41  0.12
H: 2.78 4.80 -5.32  0.06


Formula: C36H44FeN8O2
Source: OMol25
Level of theory: ωB97M-V/def2-TZVPD

Values from the calculation:
Frontier orbital gap (spin up / spin down) = 6.3 / 6.8 eV
Net charge = 0
<S²> = 6.076
Multiplicity = 5

Each line ends with the Löwdin charge.
Positions of all 91 atoms, in Å:
Fe: -0.94 1.66 0.44  0.85
O: 0.43 2.22 -0.73  -0.16
O: -1.38 0.12 -0.34  -0.21
N: -0.89 0.77 -4.26  -0.17
N: 1.63 1.66 2.77  -0.05
N: -2.51 1.65 1.42  -0.14
N: -1.66 -0.69 -2.64  0.16
N: -0.79 3.47 1.23  -0.03
N: 0.37 -1.14 -3.83  -0.16
N: 2.60 -0.15 1.64  -0.12
N: 0.25 0.23 1.58  0.12
C: -1.72 -2.22 -0.57  -0.05
C: -3.00 0.44 1.84  -0.10
C: 1.64 3.49 1.00  -0.13
C: -2.88 2.81 2.21  -0.22
C: 0.72 -1.37 -5.22  -0.07
C: 0.27 1.65 -4.27  -0.06
C: 0.31 4.07 1.39  -0.05
C: 4.55 2.50 0.99  -0.12
C: -3.42 -4.19 -1.13  -0.03
C: 0.37 -2.11 2.07  -0.06
C: -2.62 -0.81 1.48  -0.11
C: 0.12 -3.45 1.98  -0.03
C: -2.53 -2.82 -2.88  -0.04
C: 4.10 2.20 -0.23  -0.11
C: 0.56 1.83 3.76  -0.03
C: -2.13 1.50 -4.06  -0.08
C: 2.66 -0.97 0.45  -0.04
C: 3.81 2.91 2.23  -0.14
C: -3.00 -3.20 2.27  -0.05
C: 2.75 2.07 -0.74  -0.06
C: -2.35 -4.01 1.21  -0.17
C: -0.17 -1.07 1.29  -0.12
C: -0.96 -3.51 -0.42  -0.08
C: 1.60 2.53 -0.20  -0.36
C: -1.93 -1.92 -2.05  -0.17
C: 1.47 0.54 1.95  -0.35
C: 3.69 -0.33 2.58  -0.04
C: -3.36 -3.91 -2.44  -0.09
C: -2.48 -3.57 -0.24  -0.22
C: 2.28 2.89 2.30  -0.23
C: -3.15 -1.87 2.31  -0.06
C: -0.78 -4.06 0.99  -0.19
C: 0.87 -2.14 -2.92  -0.06
C: -0.78 -0.42 -3.52  -0.36
C: -1.48 -1.02 0.45  -0.31
C: -2.08 3.99 1.67  -0.15
H: 0.37 -2.35 -5.56  0.09
H: 3.50 0.24 3.48  0.09
H: -2.59 -2.53 -3.92  0.11
H: 0.32 5.04 1.90  0.15
H: -2.98 0.82 -4.14  0.08
H: -0.53 -5.12 0.88  0.14
H: 0.45 0.91 4.33  0.10
H: 4.18 2.35 3.09  0.11
H: 2.62 1.48 -1.64  0.11
H: 0.85 2.62 4.46  0.09
H: 5.62 2.50 1.12  0.10
H: 4.09 3.95 2.44  0.12
H: -2.21 2.26 -4.84  0.08
H: 0.58 -4.10 2.72  0.10
H: -2.57 4.40 0.78  0.13
H: 2.28 4.33 0.72  0.16
H: -3.44 -3.76 3.09  0.10
H: 0.47 -3.14 -3.13  0.08
H: 4.63 0.00 2.14  0.08
H: 3.63 -0.79 -0.03  0.10
H: 1.96 -2.18 -3.02  0.09
H: -2.67 2.67 3.27  0.11
H: -3.99 -4.41 -3.16  0.10
H: -3.76 0.51 2.63  0.12
H: 0.26 -0.60 -5.84  0.08
H: 1.18 1.08 -4.48  0.07
H: 4.87 1.96 -0.96  0.10
H: -3.74 -1.50 3.15  0.10
H: 0.14 2.39 -5.06  0.08
H: -2.18 1.98 -3.08  0.08
H: 1.80 -1.33 -5.35  0.08
H: 1.88 -0.68 -0.23  0.09
H: -3.95 3.04 2.12  0.12
H: 2.05 3.60 3.10  0.13
H: -2.72 -5.03 1.31  0.14
H: -4.13 -4.90 -0.72  0.11
H: -0.41 2.07 3.33  0.06
H: 3.78 -1.39 2.83  0.09
H: -1.95 4.80 2.39  0.12
H: -0.43 -3.91 -1.27  0.13
H: 1.06 -1.80 2.84  0.11
H: 0.62 -1.86 -1.90  0.08
H: 0.40 2.16 -3.31  0.08
H: 2.56 -2.03 0.69  0.09


> Among the records above, which one has the highest net charge?

C36H44BCl2F4IrN3O3P


> Which of these has the highest net charge?

C36H44BCl2F4IrN3O3P


> The highest net charge belongs to which entry?

C36H44BCl2F4IrN3O3P